No. 1
{"formula": "C36H44N2PtSi", "method": "ωB97M-V with the def2-TZVPD basis set", "elements": ["C", "C", "C", "H", "C", "C", "H", "H", "H", "H", "Pt", "C", "H", "H", "H", "Si", "C", "C", "H", "C", "H", "C", "H", "C", "H", "C", "H", "C", "C", "H", "C", "H", "C", "H", "C", "H", "C", "H", "H", "H", "C", "C", "C", "C", "C", "C", "C", "N", "C", "C", "C", "C", "C", "C", "C", "N", "C", "C", "C", "C", "H", "H", "H", "H", "H", "H", "H", "H", "H", "H", "H", "H", "H", "H", "H", "H", "H", "H", "H", "H", "H", "H", "H", "H"], "xyz": [[0.00032, -0.82283, 1.90574], [-1.07603, -1.28269, 1.11606], [-0.57458, -1.70168, -0.16184], [-2.11348, -1.36451, 1.42224], [0.89361, -1.52289, -0.12735], [1.20534, -0.93479, 1.17402], [2.22228, -0.78208, 1.53674], [-0.09914, -0.46819, 2.93018], [-1.12009, -2.26766, -0.91335], [1.56065, -2.00892, -0.83517], [0.11570, 0.29356, -0.99515], [-0.80205, 0.66204, -2.74742], [-0.30515, 0.06756, -3.51783], [-0.91711, 1.68857, -3.07628], [-1.71107, 0.31594, -2.19062], [-2.64794, -0.85984, -3.71487], [-4.44194, -1.22904, -4.14413], [-4.87281, -2.47062, -3.62952], [-4.13000, -3.21658, -3.30553], [-6.24193, -2.77439, -3.56603], [-6.58342, -3.66697, -3.06011], [-7.17292, -1.93437, -4.19193], [-8.24143, -2.15324, -4.13114], [-6.69073, -0.86061, -4.94667], [-7.39667, -0.28002, -5.54063], [-5.33217, -0.50663, -4.95792], [-4.97755, 0.29009, -5.62179], [-1.65824, -1.95571, -4.87993], [-2.40943, -2.83811, -5.68153], [-3.50442, -2.79477, -5.70834], [-1.76506, -3.77725, -6.48473], [-2.38549, -4.42003, -7.10808], [-0.37999, -3.85725, -6.52075], [0.11728, -4.61272, -7.14014], [0.36581, -2.95645, -5.76264], [1.45442, -2.95693, -5.80428], [-0.24499, -1.99887, -4.95682], [0.42063, -1.29831, -4.43203], [-2.75370, -1.29009, -2.31848], [-2.51467, 0.64326, -4.04988], [-0.43390, 4.95290, 4.33273], [-1.24828, 5.07099, 3.04212], [-2.73475, 5.17484, 3.40897], [-0.83659, 6.34452, 2.29664], [-0.97559, 3.85816, 2.13658], [-1.98564, 3.02838, 1.63438], [-1.67758, 2.04707, 0.71167], [-0.40211, 1.86490, 0.29994], [0.62903, 2.58561, 0.83146], [0.35447, 3.59881, 1.75978], [1.94807, 2.14743, 0.43419], [3.14734, 2.55629, 1.02337], [4.33048, 1.89804, 0.67554], [4.31113, 1.01290, -0.41701], [3.10670, 0.64628, -0.99470], [1.94985, 1.15189, -0.49837], [5.64204, 2.05266, 1.45671], [6.14402, 0.66813, 1.91413], [6.69412, 2.67900, 0.52651], [5.46279, 2.93500, 2.69374], [-0.62586, 5.82279, 4.96648], [0.63833, 4.90824, 4.13331], [-0.71146, 4.05130, 4.88683], [-2.89756, 6.07060, 4.02459], [-3.35948, 5.26020, 2.50995], [-3.06387, 4.29785, 3.98308], [0.22874, 6.32192, 2.04736], [-1.40263, 6.43082, 1.36194], [-1.03201, 7.23351, 2.90613], [-3.02964, 3.12790, 1.93456], [-2.42342, 1.37369, 0.26786], [1.19414, 4.18074, 2.15463], [3.10205, 3.28384, 1.83033], [5.22388, 0.54408, -0.80079], [3.01692, -0.07997, -1.81713], [6.33036, 0.00177, 1.06531], [7.07792, 0.76591, 2.48410], [5.39948, 0.19872, 2.56835], [6.35840, 3.66357, 0.18970], [7.64989, 2.79623, 1.04840], [6.86080, 2.05740, -0.36033], [5.15110, 3.94263, 2.41114], [4.71661, 2.49784, 3.36791], [6.40661, 3.00867, 3.24354]], "forces_ev_per_angstrom": [[0.41, -0.21, -0.17], [0.34, -0.08, 0.47], [1.72, -0.03, 0.14], [0.17, 0.09, -0.02], [-1.74, -0.54, 0.39], [-0.60, -1.22, 0.77], [-0.41, 0.20, -0.08], [0.12, -0.01, -0.34], [0.12, 0.19, 0.12], [0.05, 0.16, 0.27], [-0.07, 0.22, -0.47], [0.04, 1.00, -0.97], [-0.41, -0.13, 0.23], [0.05, 0.12, 0.09], [0.51, 0.03, -0.13], [-2.22, -0.28, -2.72], [-0.05, -0.63, -0.68], [-0.83, 0.32, 0.43], [-0.41, 0.48, 0.36], [0.31, 0.22, -0.46], [0.06, -0.11, -0.07], [0.69, 0.06, 0.05], [0.39, 0.12, -0.09], [-0.15, 0.13, -0.24], [0.20, -0.11, 0.11], [-0.26, -0.30, 0.62], [-0.20, -0.05, 0.57], [0.65, 0.20, 0.44], [0.32, 0.06, 0.01], [0.62, 0.00, 0.11], [-0.27, 0.08, -0.18], [0.27, 0.02, 0.14], [0.08, -0.08, 0.05], [-0.20, 0.40, 0.26], [0.41, 0.28, 0.04], [-0.22, -0.17, -0.10], [-0.53, -0.51, -0.31], [-0.40, -0.38, -0.15], [0.61, 0.14, 0.51], [-0.17, -0.72, 0.26], [0.07, -0.23, 0.10], [-0.44, -0.19, 0.20], [-0.04, -0.09, -0.05], [0.08, -0.07, -0.43], [0.33, 0.58, 0.20], [-0.25, -0.09, -0.09], [0.87, 0.08, -0.19], [-0.44, 0.45, 1.08], [-1.94, 0.43, 0.82], [0.15, -0.58, -0.73], [1.45, -1.08, -0.78], [-0.50, -0.47, -0.06], [0.56, -0.12, 0.16], [-0.23, -0.41, -0.40], [-0.18, 0.58, 0.68], [1.50, 0.89, -0.15], [0.28, 0.20, 0.01], [-0.28, -0.12, 0.00], [-0.09, 0.09, -0.20], [-0.12, -0.12, -0.05], [0.04, -0.12, -0.08], [0.00, 0.08, 0.07], [0.02, 0.11, 0.02], [0.03, -0.30, -0.19], [0.07, 0.07, 0.23], [0.02, 0.22, -0.07], [-0.09, 0.13, 0.02], [0.10, 0.12, 0.12], [0.03, -0.23, -0.07], [0.40, 0.13, -0.05], [0.28, 0.43, 0.27], [-0.54, -0.17, -0.12], [0.22, -0.17, -0.24], [-0.35, 0.29, 0.29], [0.12, 0.42, 0.50], [0.03, 0.07, 0.17], [-0.26, 0.07, -0.21], [0.15, -0.03, -0.06], [0.13, -0.02, 0.00], [-0.21, -0.05, -0.06], [0.06, 0.11, 0.15], [0.05, 0.04, 0.12], [0.10, 0.14, 0.01], [-0.17, 0.00, -0.14]], "homo_energy_ev": [-12.8614, -12.8517], "orbital_gap_ev": [6.4, 4.1], "total_charge": 2, "spin_multiplicity": 5, "largest_force_ev_per_a": 3.52}

=====

No. 2
{"formula": "C36H44N8O2S3Sn", "method": "ωB97M-V with the def2-TZVPD basis set", "elements": ["Sn", "C", "C", "N", "N", "C", "S", "N", "N", "H", "H", "H", "H", "H", "H", "C", "C", "C", "C", "C", "C", "C", "S", "O", "O", "N", "C", "C", "C", "C", "C", "N", "H", "H", "H", "H", "H", "H", "H", "H", "H", "H", "H", "S", "C", "C", "N", "C", "H", "H", "H", "C", "C", "C", "C", "C", "C", "C", "C", "N", "C", "C", "C", "C", "C", "C", "C", "C", "C", "C", "H", "H", "H", "H", "H", "H", "H", "H", "H", "H", "H", "H", "H", "H", "H", "H", "H", "H", "H", "H", "H", "H", "H", "H"], "xyz": [[-0.33830, -1.09595, -0.00292], [-3.12592, 2.46943, 3.54094], [-2.65412, 3.14593, 2.31635], [-2.51074, 4.43207, 2.21043], [-2.01756, 4.65655, 0.98238], [-1.86543, 3.53154, 0.29232], [-1.31642, 3.45492, -1.34930], [-2.26993, 2.54732, 1.11864], [-2.24654, 1.20094, 0.75828], [-3.84866, 3.11656, 4.03261], [-2.28450, 2.34023, 4.22494], [-3.56503, 1.49883, 3.34832], [-1.87054, 5.60478, 0.66874], [-2.59805, 0.60219, 1.52799], [-2.86244, 1.05674, -0.03980], [1.56424, -3.02050, 6.91700], [0.52770, -2.82955, 5.85093], [-0.59648, -3.65110, 5.79502], [-1.56147, -3.47731, 4.81650], [-1.39635, -2.46791, 3.88345], [-0.28539, -1.63715, 3.91626], [0.66775, -1.81515, 4.89936], [-2.60934, -2.20550, 2.62912], [-3.68362, -3.13167, 2.74927], [-2.95818, -0.79351, 2.65342], [-1.77359, -2.37184, 1.22625], [-1.25925, -3.61863, 0.90662], [-1.77077, -4.87030, 1.25657], [-1.13757, -5.99217, 0.76121], [-0.01270, -5.85633, -0.05116], [0.43492, -4.59174, -0.34356], [-0.16802, -3.49475, 0.13494], [1.71236, -4.07706, 7.13391], [1.24801, -2.53558, 7.84259], [2.51757, -2.58617, 6.62226], [-0.71965, -4.43276, 6.53328], [-2.44264, -4.10382, 4.77123], [-0.18988, -0.84774, 3.17504], [1.52835, -1.16007, 4.94755], [-2.66447, -4.93499, 1.85552], [-1.53004, -6.97626, 0.97880], [0.48708, -6.72352, -0.45610], [1.29701, -4.42499, -0.97784], [-0.08351, -3.20620, -4.55206], [1.36098, -2.36057, -4.19918], [1.26424, -1.75691, -2.99033], [0.06641, -1.95133, -2.35222], [-0.73511, -2.69848, -3.06566], [2.18830, -2.35610, -4.88873], [2.03140, -1.15911, -2.52019], [-1.72656, -2.98348, -2.74461], [-3.55876, 0.07485, -4.50980], [-2.17731, 0.61713, -4.25776], [-1.32309, 0.87275, -5.32813], [-0.10173, 1.50434, -5.14258], [0.79457, 1.84663, -6.29824], [0.26547, 1.89455, -3.85401], [-0.53087, 1.58421, -2.76099], [-1.74485, 0.93283, -2.97778], [-0.29392, 2.05871, -1.40321], [1.11826, 2.21846, -0.85535], [1.99106, 1.05371, -1.35376], [3.40099, 1.15941, -0.75931], [3.30827, 1.03846, 0.76110], [2.45497, 2.18784, 1.29332], [3.11877, 3.51642, 0.92310], [3.18589, 3.64036, -0.60013], [4.02185, 2.49599, -1.17255], [1.77159, 3.57560, -1.18422], [1.04992, 2.12087, 0.67972], [-3.93483, 0.43384, -5.46607], [-4.25124, 0.39102, -3.72997], [-3.56250, -1.01439, -4.54544], [-1.64222, 0.62728, -6.33440], [0.33165, 1.59075, -7.24854], [1.74486, 1.31595, -6.22012], [1.01978, 2.91370, -6.30195], [1.16690, 2.47811, -3.74515], [-2.39819, 0.74649, -2.12816], [2.06708, 1.03787, -2.43649], [1.52695, 0.10727, -1.04283], [4.01342, 0.34483, -1.15317], [4.30147, 1.07529, 1.21256], [2.85620, 0.07535, 1.02409], [2.36563, 2.11438, 2.38040], [4.12848, 3.54361, 1.33807], [2.56307, 4.35618, 1.35023], [3.62939, 4.60079, -0.87062], [5.04874, 2.56676, -0.80898], [4.05395, 2.56633, -2.26378], [1.80135, 3.75089, -2.26048], [1.17804, 4.37900, -0.74610], [0.47069, 2.95553, 1.07996], [0.55270, 1.18821, 0.97320]], "forces_ev_per_angstrom": [[-0.29, -1.47, 0.18], [0.18, -0.03, 0.18], [-0.02, -0.02, -0.29], [-0.15, 0.19, 0.35], [-0.09, -0.34, -0.14], [0.22, -0.26, 0.07], [0.28, 0.03, 0.14], [0.00, 0.36, -0.08], [-0.29, -0.59, 0.36], [-0.03, -0.02, -0.03], [-0.03, -0.09, -0.01], [-0.10, -0.16, -0.06], [0.10, -0.01, -0.06], [0.06, 0.30, -0.01], [-0.11, 0.29, 0.11], [-0.02, 0.02, 0.05], [-0.05, -0.04, -0.06], [0.10, 0.06, 0.05], [-0.15, -0.02, -0.09], [-0.19, -0.18, -0.11], [-0.01, 0.07, -0.07], [-0.05, -0.02, 0.01], [0.11, 1.18, -0.17], [0.05, -0.42, 0.06], [0.22, 0.09, -0.13], [-0.09, 0.17, -0.10], [0.10, -0.37, -0.02], [-0.02, 0.00, -0.05], [0.05, 0.16, -0.02], [0.00, -0.11, -0.04], [0.18, 0.12, -0.17], [-0.16, 0.35, 0.14], [0.01, 0.00, 0.01], [0.01, -0.01, 0.01], [0.02, -0.01, 0.02], [0.00, -0.03, -0.01], [0.02, -0.02, 0.05], [0.07, 0.05, 0.10], [0.03, -0.01, -0.04], [-0.03, -0.04, 0.00], [0.00, 0.00, 0.07], [0.06, 0.03, 0.00], [0.01, -0.01, 0.00], [-0.03, 0.17, 0.23], [-0.11, -0.12, -0.08], [0.20, 0.06, -0.08], [-0.32, 0.15, 0.35], [-0.01, -0.09, -0.20], [0.04, 0.01, 0.02], [-0.04, -0.16, -0.14], [-0.01, -0.02, -0.02], [0.10, -0.03, 0.10], [-0.06, -0.03, -0.01], [0.12, 0.09, 0.00], [-0.09, -0.03, 0.03], [-0.01, -0.01, 0.03], [0.05, 0.02, 0.13], [-0.10, -0.16, -0.25], [0.00, -0.12, 0.05], [0.12, 0.37, -0.03], [-0.15, 0.28, -0.04], [0.09, 0.29, 0.08], [0.02, -0.12, 0.04], [-0.02, 0.13, -0.06], [0.00, 0.02, 0.09], [-0.01, -0.04, -0.05], [0.02, 0.00, -0.01], [-0.03, 0.04, 0.06], [0.00, -0.16, -0.07], [0.11, 0.00, -0.05], [-0.03, -0.02, 0.01], [-0.02, -0.04, -0.02], [-0.01, -0.09, -0.01], [-0.02, 0.00, 0.00], [0.03, 0.00, -0.02], [0.01, -0.02, -0.04], [0.00, 0.00, -0.04], [0.08, 0.01, 0.09], [-0.01, 0.04, -0.10], [-0.09, 0.03, -0.08], [0.25, 0.28, -0.13], [-0.03, -0.05, -0.04], [0.00, -0.06, 0.00], [0.04, -0.06, 0.07], [-0.01, -0.01, -0.02], [-0.01, 0.07, 0.05], [0.01, -0.01, 0.00], [0.01, -0.03, -0.01], [0.01, -0.05, -0.01], [0.06, 0.00, 0.00], [0.00, -0.01, -0.04], [-0.09, 0.04, -0.01], [-0.12, 0.02, 0.01], [0.03, 0.24, 0.05]], "homo_energy_ev": -13.5078, "orbital_gap_ev": 7.1, "total_charge": 2, "spin_multiplicity": 1, "largest_force_ev_per_a": 1.50, "de_lowest_ev": 0.0000}

=====

| no. | E_tot (Eh) |
| --- | --- |
| 1 | -1915.73580 |
| 2 | -3395.11929 |